The following is a quantum chemistry calculation of a cluster of 2 separate species, C4H11N2S in total, from the Open Molecules 2025 dataset.

XYZ file:
```
18
Properties=species:S:1:pos:R:3:mulliken_charge:R:1
C -3.757 0.517 -0.440 -0.837
C -3.074 -0.725 -0.042 0.097
C 2.715 1.126 -1.154 -0.765
C 2.336 -0.916 0.203 0.362
N 1.563 -1.797 0.747 -0.107
N 1.895 0.136 -0.495 -0.062
S -1.472 -0.893 0.044 -0.383
H -4.838 0.321 -0.711 0.301
H -3.657 1.165 0.369 0.289
H -3.740 -1.615 0.123 0.299
H 3.841 0.917 -1.013 0.274
H 2.492 1.029 -2.290 0.298
H 2.574 2.184 -0.979 0.307
H 3.438 -1.122 0.487 0.264
H 1.999 -2.537 1.203 0.257
H 0.621 -1.828 0.388 0.030
H 0.977 0.360 -0.668 0.088
H -3.286 1.108 -1.322 0.287
```

Its LUMO energy is -3.8 eV. For the total energy, the calculation gives -18134.1869 eV. The value obtained for the energy above the lowest of the compared OMol25 structures with the same formula, charge and spin is 1.332 eV. As for the total charge: +1. For the largest force on an atom, the calculation gives 4.23 eV Å⁻¹.

***

The following is a quantum chemistry calculation of a structure of composition C2H3N, from the Open Molecules 2025 dataset.

XYZ file:
```
6
Properties=species:S:1:pos:R:3:mulliken_charge:R:1
C 0.912 0.957 0.530 -0.593
C 1.522 0.100 -0.137 0.351
N 2.553 -0.709 -0.386 -0.510
H 0.798 -0.595 -0.378 0.237
H 0.765 1.844 1.511 0.270
H 3.809 -0.277 -0.666 0.245
```

Its LUMO energy (alpha / beta) is -1.2 / -0.5 eV. For the total energy, the calculation gives -3604.4482 eV. The value obtained for the energy above the lowest of the compared OMol25 structures with the same formula, charge and spin is 7.910 eV. For the largest force on an atom, the calculation gives 9.47 eV Å⁻¹.

***

Question: Look up the total energy of the second one.
Answer: -3604.4482 eV

***

Question: The highest largest force on an atom belongs to which entry?
Answer: C2H3N

***

Question: total energy of number 2 (C2H3N)?
Answer: -3604.4482 eV